Computed, not measured: a 2-piece molecular cluster, C6H12N4O2 overall in a non-equilibrium geometry, with ωB97M-V/def2-TZVPD.

Summary:
**Kohn-Sham gap**: 0.3270 Ha
**Net charge**: +2
**LUMO energy**: -6.789 eV
**Max |F|**: 3.3 eV/Å

XYZ file:
```
24
Properties=species:S:1:pos:R:3:forces:R:3
C -3.0862 -1.5075 -0.0953 1.3 0.4 0.0
C 0.2470 2.0698 -0.8433 0.7 -1.2 -0.4
C 0.9001 1.0608 -0.2770 -0.5 0.7 2.1
C -2.5132 -0.3467 0.1731 -1.4 1.7 -0.3
C 2.5534 -0.4377 0.0849 0.5 0.0 -0.1
C 1.9167 -0.1310 1.4467 2.9 -1.4 -0.8
N -4.1010 -1.8978 -0.9402 -0.5 -0.1 0.6
N 3.5525 -1.2504 -0.1945 -0.6 -0.1 0.3
N 1.9155 0.2655 -0.8483 -0.7 1.0 0.4
N 0.7330 0.5927 1.0220 1.3 -1.6 1.1
O -0.8773 2.5775 -0.1377 1.1 -1.2 -0.9
O -2.2850 0.7036 0.7917 0.3 0.1 -1.1
H -2.2332 -2.1312 0.2357 -0.7 -0.9 -0.2
H 0.6184 2.2709 -1.8560 -1.4 0.9 0.2
H 2.7493 0.3315 2.1322 -1.7 0.0 -1.3
H 1.8220 -1.1342 1.8870 -0.9 0.3 0.2
H -4.3815 -2.8754 -0.9871 0.9 0.0 0.2
H 3.9233 -1.9831 0.4166 -0.3 0.7 0.1
H 3.7546 -1.3945 -1.1660 0.4 -0.1 -0.4
H -4.9823 -1.3967 -0.8786 0.4 0.6 0.0
H 0.4062 1.0607 1.8366 -1.0 1.3 -0.3
H -1.7235 1.6117 0.2684 -0.4 -1.1 0.6
H -0.9476 3.5229 -0.2308 -0.4 0.8 0.0
H 2.0385 0.4186 -1.8401 0.7 -0.7 -0.1
```
Forces are in eV/Å.